Entry from the Open Molecules 2025 dataset: a structure of composition C35H32N6O5Pt (ωB97M-V with the def2-TZVPD basis set).

ORCA input file:
```
! RIJCOSX wB97M-V def2-TZVPD def2/J DEFGRID3
* xyz 2 5
Pt -0.053 -0.330 0.036
O 0.533 -4.327 -0.225
C 0.106 -3.199 -0.181
N 0.835 -2.041 -0.361
C 2.121 -1.904 -0.785
C 2.926 -2.938 -1.305
C 4.172 -2.630 -1.780
C 4.678 -1.307 -1.726
C 3.942 -0.279 -1.209
C 2.633 -0.545 -0.742
N 1.757 0.377 -0.279
C 1.929 1.751 -0.164
O 2.964 2.346 -0.314
C 0.636 2.437 0.199
C 0.615 3.805 0.372
C -0.579 4.415 0.735
C -1.702 3.631 0.925
C -1.607 2.262 0.733
N -0.470 1.679 0.365
C -1.356 -2.888 0.034
C -2.273 -3.915 0.118
C -3.623 -3.601 0.194
C -4.005 -2.271 0.154
C -3.029 -1.292 0.085
N -1.730 -1.589 0.052
H 2.539 -3.945 -1.336
H 4.787 -3.409 -2.209
H 5.666 -1.109 -2.121
H 4.318 0.732 -1.181
H 1.530 4.360 0.224
H -0.626 5.486 0.875
H -2.647 4.061 1.223
H -2.456 1.613 0.892
H -1.913 -4.934 0.105
H -4.364 -4.385 0.266
H -5.046 -1.983 0.181
H -3.287 -0.242 0.059
C -1.394 0.807 -4.849
N -0.946 -0.538 -4.495
C -0.956 -1.622 -5.480
C -0.546 -0.768 -3.258
O -0.526 0.093 -2.364
H -1.577 0.849 -5.917
H -0.631 1.536 -4.582
H -2.312 1.057 -4.316
H -1.212 -1.209 -6.450
H -1.697 -2.379 -5.225
H 0.028 -2.083 -5.557
H -0.213 -1.800 -3.072
C 6.342 -0.350 1.902
O 5.044 -0.431 2.510
C 4.359 -1.565 2.414
C 4.752 -2.697 1.722
C 3.922 -3.805 1.718
C 2.685 -3.809 2.401
C 2.279 -2.720 3.108
C 3.108 -1.563 3.150
N 2.822 -0.486 3.865
C 1.771 -0.347 4.811
C 0.408 -0.481 4.562
C -0.452 -0.553 5.698
C -1.813 -0.609 5.579
C -2.387 -0.565 4.303
C -1.592 -0.488 3.176
C -0.193 -0.463 3.248
O 0.589 -0.354 2.195
H 6.696 0.655 2.101
H 6.264 -0.512 0.826
H 7.010 -1.083 2.355
H 5.697 -2.725 1.202
H 4.235 -4.694 1.187
H 2.068 -4.696 2.371
H 1.351 -2.714 3.661
H 3.537 0.233 3.865
H 2.130 -0.141 5.809
H 0.009 -0.570 6.678
H -2.438 -0.677 6.458
H -3.464 -0.577 4.198
H -2.052 -0.406 2.205
*
```

Output
LUMO level (alpha / beta)   -5.68 / -7.93 eV
ΔE to the lowest compared entry with this formula, charge and spin   0.000 eV
E_HOMO (alpha / beta)   -11.187 / -12.647 eV
Orbital gap (alpha / beta)   5.5 / 4.7 eV

Which charges does Löwdin predict for the atoms? In e, they are: 1.466, 0.124, -0.405, -0.023, -0.164, -0.001, -0.030, -0.036, 0.014, -0.154, -0.011, -0.380, 0.143, -0.157, 0.044, 0.004, -0.001, -0.077, -0.042, -0.159, 0.044, 0.006, -0.002, -0.100, -0.052, 0.117, 0.125, 0.124, 0.116, 0.136, 0.130, 0.126, 0.104, 0.136, 0.130, 0.127, 0.113, -0.009, -0.162, -0.016, -0.318, -0.086, 0.093, 0.097, 0.099, 0.092, 0.096, 0.096, 0.144, -0.003, -0.046, -0.192, -0.001, -0.019, -0.036, 0.032, -0.127, 0.144, -0.008, -0.170, -0.028, -0.078, -0.066, -0.048, -0.341, -0.172, 0.108, 0.088, 0.113, 0.122, 0.128, 0.123, 0.126, 0.167, 0.129, 0.120, 0.112, 0.109, 0.053



Entry from the Open Molecules 2025 dataset: a structure of composition C35H33AsBrF6GeN6O5STi at a distorted geometry (ωB97M-V with the def2-TZVPD basis set).

ORCA input file:
```
! RIJCOSX wB97M-V def2-TZVPD def2/J DEFGRID3
* xyz 2 2
Ti 8.695 11.117 12.279
O 9.939 11.359 16.066
C 9.416 10.995 15.074
O 9.256 11.724 13.960
C 8.904 9.624 14.924
C 9.040 8.588 15.833
C 8.509 7.288 15.543
C 7.979 7.135 14.296
C 7.829 8.230 13.429
N 8.298 9.430 13.733
H 9.526 8.747 16.773
H 8.625 6.476 16.222
H 7.621 6.195 13.892
H 7.442 8.003 12.443
C 6.680 14.508 7.514
C 7.674 14.329 8.625
N 8.051 15.254 9.432
N 8.937 14.611 10.274
C 9.122 13.337 9.969
S 10.120 12.150 10.600
N 8.300 13.191 8.933
N 7.993 11.937 8.380
H 6.161 15.424 7.762
H 5.971 13.674 7.591
H 7.161 14.506 6.567
H 9.357 15.063 11.120
H 8.266 11.942 7.368
H 6.949 11.749 8.423
O 5.444 8.164 7.921
C 6.225 8.539 8.927
C 7.617 8.608 8.856
C 8.249 9.187 9.917
N 7.677 9.745 10.964
C 6.334 9.575 11.052
Br 5.257 10.050 12.551
C 5.559 9.002 10.075
H 5.950 7.779 7.141
H 8.168 8.207 7.988
H 9.327 9.288 9.942
H 4.535 8.926 10.215
F 10.339 9.996 12.268
As 11.594 8.540 11.956
F 11.463 8.297 13.633
F 12.818 9.655 12.259
F 12.579 7.194 11.623
F 11.350 9.047 10.350
F 10.142 7.626 11.842
O 6.138 13.471 10.663
C 6.500 13.335 11.798
O 7.471 12.397 12.089
C 6.037 13.974 13.108
C 6.947 14.029 14.335
Ge 7.948 15.721 14.596
C 9.442 15.723 13.421
C 9.673 16.805 12.604
C 10.767 16.782 11.715
C 11.720 15.786 11.719
C 11.540 14.709 12.604
C 10.392 14.653 13.446
C 6.933 17.352 14.584
C 7.644 18.565 14.425
C 6.987 19.778 14.519
C 5.612 19.749 14.745
C 4.920 18.612 15.013
C 5.585 17.395 14.889
C 8.779 15.579 16.405
C 9.155 14.335 17.021
C 9.705 14.381 18.326
C 9.871 15.647 19.062
C 9.522 16.841 18.461
C 8.916 16.779 17.129
H 5.197 13.279 13.309
H 5.546 14.924 12.963
H 7.789 13.282 14.205
H 6.334 13.766 15.234
H 9.003 17.691 12.588
H 10.838 17.576 11.014
H 12.606 15.778 11.057
H 12.361 13.980 12.664
H 10.236 13.827 14.153
H 8.735 18.514 14.415
H 7.498 20.690 14.350
H 5.085 20.634 14.919
H 3.868 18.600 15.368
H 5.044 16.449 15.079
H 8.956 13.387 16.494
H 9.717 13.437 18.857
H 10.133 15.764 20.122
H 9.655 17.837 18.843
H 8.565 17.754 16.819
*
```

Output
LUMO level (alpha / beta)   -5.90 / -9.33 eV
ΔE to the lowest compared entry with this formula, charge and spin   1.340 eV
E_HOMO (alpha / beta)   -13.985 / -13.978 eV
Orbital gap (alpha / beta)   8.1 / 4.6 eV

Which charges does Löwdin predict for the atoms? In e, they are: 0.977, 0.157, -0.511, -0.182, -0.171, 0.067, 0.022, -0.009, -0.143, 0.028, 0.127, 0.119, 0.128, 0.101, 0.040, -0.360, 0.185, 0.096, -0.691, 0.860, -0.103, 0.134, 0.098, 0.088, 0.084, 0.118, 0.139, 0.133, 0.115, -0.288, 0.043, -0.143, -0.070, -0.657, 0.933, -0.031, 0.173, 0.151, 0.088, 0.094, -0.416, 0.773, -0.192, -0.175, -0.173, -0.219, -0.215, 0.136, -0.474, -0.258, -0.138, -0.230, 1.016, -0.298, -0.119, -0.086, -0.069, -0.071, -0.074, -0.295, -0.136, -0.040, -0.068, -0.068, -0.104, -0.153, -0.011, 0.079, 0.021, -0.002, 0.040, 0.127, 0.110, 0.055, 0.100, 0.105, 0.107, 0.131, 0.122, 0.087, 0.097, 0.107, 0.100, 0.132, 0.111, 0.092, 0.131, 0.134, 0.119, 0.112



Entry from the Open Molecules 2025 dataset: a structure of composition C35H33BBaBrN7Te at a distorted geometry (ωB97M-V with the def2-TZVPD basis set).

ORCA input file:
```
! RIJCOSX wB97M-V def2-TZVPD def2/J DEFGRID3
* xyz -2 1
Ba -0.434 -0.306 0.161
C 1.109 4.646 1.985
C -0.006 3.689 1.679
C -1.339 3.988 1.868
C -2.017 2.858 1.472
N -1.124 1.936 1.067
N 0.115 2.425 1.186
B 1.509 1.715 0.837
N 1.772 1.467 -0.724
N 1.147 0.623 -1.553
C 1.676 0.722 -2.787
C 2.681 1.663 -2.764
C 2.720 2.112 -1.461
C 3.680 3.157 -0.973
C 1.215 -0.077 -3.948
C 0.166 -1.002 -3.789
C -0.279 -1.763 -4.875
C 0.316 -1.611 -6.128
C 1.358 -0.697 -6.299
C 1.808 0.067 -5.218
N 1.907 0.493 1.793
N 1.334 -0.711 1.893
C 1.979 -1.446 2.818
C 3.008 -0.696 3.342
C 2.940 0.513 2.682
C 3.884 1.650 2.939
C 1.602 -2.835 3.176
C 0.513 -3.453 2.534
C 0.146 -4.762 2.860
C 0.860 -5.469 3.830
C 1.943 -4.867 4.475
C 2.314 -3.558 4.153
C -3.484 2.640 1.471
C -4.373 3.642 1.907
C -5.753 3.416 1.898
C -6.261 2.192 1.457
C -5.390 1.191 1.022
C -4.009 1.412 1.029
H 0.705 5.604 2.376
H 1.683 4.865 1.063
H 1.778 4.214 2.755
H -1.746 4.915 2.248
H 2.303 2.539 1.112
H 3.312 1.989 -3.580
H 4.335 3.502 -1.801
H 4.324 2.737 -0.176
H 3.122 4.033 -0.588
H -0.312 -1.138 -2.827
H -1.087 -2.471 -4.743
H -0.030 -2.201 -6.967
H 1.819 -0.580 -7.272
H 2.616 0.766 -5.382
H 3.722 -0.979 4.103
H 4.624 1.375 3.720
H 3.322 2.536 3.294
H 4.437 1.899 2.013
H -0.056 -2.926 1.778
H -0.693 -5.229 2.360
H 0.575 -6.482 4.081
H 2.495 -5.416 5.227
H 3.157 -3.121 4.670
H -4.011 4.599 2.254
H -6.430 4.191 2.235
H -7.330 2.020 1.451
H -5.785 0.243 0.680
H -3.354 0.620 0.687
Br -3.270 -5.217 -4.750
C -2.555 -3.979 -3.513
C -1.329 -4.234 -2.913
C -0.849 -3.298 -2.015
N -1.505 -2.161 -1.695
C -2.695 -1.949 -2.298
C -3.260 -2.822 -3.209
H -0.758 -5.129 -3.132
H 0.104 -3.439 -1.513
H -3.197 -1.027 -2.020
H -4.219 -2.599 -3.663
Te -1.774 -2.627 2.482
H -1.421 1.403 -1.548
*
```

Output
LUMO level (alpha / beta)   3.63 / 3.68 eV
E_HOMO (alpha / beta)   0.968 / 1.776 eV
Orbital gap (alpha / beta)   2.7 / 1.9 eV

Which charges does Löwdin predict for the atoms? In e, they are: 1.385, -0.037, -0.280, 0.003, -0.244, -0.139, -0.007, -0.510, -0.008, -0.148, -0.249, 0.002, -0.279, -0.036, -0.128, -0.012, -0.057, -0.103, -0.110, -0.043, -0.037, -0.149, -0.243, 0.000, -0.291, -0.041, -0.197, -0.467, -0.246, -0.138, -0.157, -0.073, -0.133, -0.044, -0.113, -0.117, -0.073, -0.014, 0.079, 0.070, 0.070, 0.101, 0.085, 0.101, 0.079, 0.070, 0.071, 0.044, 0.076, 0.088, 0.085, 0.091, 0.100, 0.078, 0.068, 0.067, -0.240, 0.046, 0.076, 0.065, 0.080, 0.090, 0.083, 0.084, 0.098, 0.062, 0.684, -0.734, -0.133, -0.153, -0.107, -0.140, -0.123, 0.100, 0.122, 0.096, 0.099, 0.149, -0.192



Entry from the Open Molecules 2025 dataset: a structure of composition C35H33BO4 at a distorted geometry (ωB97M-V with the def2-TZVPD basis set).

ORCA input file:
```
! RIJCOSX wB97M-V def2-TZVPD def2/J DEFGRID3
* xyz 0 1
C -4.112 -1.733 2.539
C -2.689 -1.609 2.285
C -1.616 -1.987 3.070
C -0.467 -1.633 2.404
C -0.834 -0.899 1.139
B -0.644 -0.473 -1.828
C -0.371 0.522 0.964
C -1.264 1.449 1.723
C -0.646 1.712 2.929
C 0.623 1.134 2.888
C 1.575 0.936 3.965
O 0.881 0.601 1.681
C -0.330 -1.616 -0.192
C -0.798 -2.940 -0.576
C 0.327 -3.754 -0.767
C 1.438 -3.029 -0.376
C 2.841 -3.371 -0.313
O 1.064 -1.826 0.062
C -2.167 -0.439 -1.802
C -3.185 -1.065 -2.474
C -4.423 -0.512 -2.028
C -4.098 0.424 -1.081
C -4.914 1.238 -0.196
O -2.747 0.514 -0.969
O -2.284 -1.035 1.147
H -4.278 -1.706 3.622
H -4.693 -0.935 2.062
H -4.478 -2.706 2.183
H -1.696 -2.472 4.044
H 0.550 -1.857 2.701
H -2.236 1.786 1.378
H -1.047 2.274 3.773
H 1.694 1.878 4.513
H 1.182 0.198 4.685
H 2.549 0.591 3.600
H -1.830 -3.212 -0.777
H 0.358 -4.777 -1.132
H 2.935 -4.451 -0.156
H 3.340 -3.135 -1.262
H 3.361 -2.837 0.491
H -3.050 -1.847 -3.217
H -5.427 -0.776 -2.354
H -5.753 1.654 -0.767
H -5.352 0.613 0.597
H -4.350 2.056 0.263
C -0.087 0.589 -0.519
C -0.509 1.944 -1.175
C -0.796 2.057 -2.544
C -1.200 3.260 -3.117
C -1.189 4.434 -2.359
C -0.744 4.376 -1.038
C -0.374 3.150 -0.468
C 1.404 0.738 -0.660
C 2.284 0.060 -1.423
C 3.724 0.062 -1.181
C 4.578 -0.704 -2.008
C 5.948 -0.770 -1.768
C 6.513 -0.041 -0.710
C 5.684 0.730 0.117
C 4.305 0.765 -0.099
H 0.026 -0.890 -2.695
H -0.716 1.191 -3.214
H -1.520 3.265 -4.161
H -1.503 5.378 -2.805
H -0.677 5.282 -0.434
H 0.043 3.143 0.540
H 1.829 1.608 -0.145
H 1.956 -0.497 -2.306
H 4.135 -1.254 -2.843
H 6.578 -1.388 -2.412
H 7.589 -0.075 -0.533
H 6.112 1.305 0.939
H 3.666 1.332 0.580
*
```

Output
LUMO level   -0.46 eV
ΔE to the lowest compared entry with this formula, charge and spin   8.926 eV
E_HOMO   -5.182 eV
Orbital gap   4.7 eV

Which charges does Löwdin predict for the atoms? In e, they are: -0.012, -0.323, -0.025, 0.019, -0.228, -0.143, -0.296, 0.031, 0.001, -0.302, -0.019, 0.007, -0.170, 0.076, 0.013, -0.294, 0.012, 0.043, -0.208, -0.020, -0.014, -0.320, -0.008, 0.025, 0.039, 0.092, 0.072, 0.093, 0.120, 0.120, 0.119, 0.126, 0.089, 0.093, 0.093, 0.135, 0.118, 0.097, 0.089, 0.108, 0.115, 0.110, 0.092, 0.074, 0.087, -0.187, -0.146, -0.034, -0.069, -0.099, -0.076, -0.030, -0.035, -0.042, -0.208, -0.065, -0.095, -0.102, -0.088, -0.027, 0.108, 0.113, 0.105, 0.097, 0.100, 0.114, 0.125, 0.105, 0.110, 0.100, 0.097, 0.100, 0.104



Let's list electronic energy in order: -2176.443501; -10791.496506; -4629.152102; -1679.029779 Ha.